[1]
The following is a quantum chemistry calculation of the molecule C6H12O in a non-equilibrium geometry, from OMol25.

Element x y z (Å)
1 C 1.81 -0.80 -0.68
2 C 0.63 -0.33 0.16
3 O 0.91 -0.29 1.55
4 C 0.18 1.23 -0.26
5 C -1.25 1.31 0.29
6 C -1.79 -0.12 0.00
7 C -0.55 -1.31 0.09
8 H 2.56 -0.01 -0.67
9 H 1.58 -1.02 -1.73
10 H 2.27 -1.70 -0.26
11 H 1.52 0.45 1.65
12 H 0.83 2.07 0.11
13 H 0.18 1.36 -1.36
14 H -1.21 1.58 1.36
15 H -1.96 2.03 -0.18
16 H -2.22 -0.04 -1.01
17 H -2.59 -0.33 0.71
18 H -0.40 -2.05 -0.75
19 H -0.48 -2.03 0.97

- Relative energy (zero: lowest compared OMol25 entry of this formula, charge and spin): 128.0 kJ/mol
- E_HOMO: -9.88 eV
- 2S+1: 1
- Charge: 0
- SMILES string: CC1(O)CCCC1
- Total energy: -311.01051 Ha

These are the Mulliken partial charges, in e, on atoms 1 to 2:
1. C -1.91
2. C 1.37


[2]
The following is a quantum chemistry calculation of a cluster of 4 separate species, C12H20FO8S in total in a non-equilibrium geometry, from OMol25.

Element x y z (Å)
1 F 0.56 -0.52 -1.83
2 C 3.85 2.25 -1.16
3 C 4.25 0.84 -0.82
4 C 3.44 -0.25 -1.57
5 O 4.43 -1.16 -2.00
6 C 5.63 -0.68 -1.96
7 O 6.70 -1.21 -2.12
8 O 5.57 0.51 -1.41
9 H 2.90 2.41 -0.75
10 H 3.83 2.30 -2.29
11 H 4.60 2.76 -0.64
12 H 4.17 0.52 0.15
13 H 3.08 0.40 -2.60
14 H 2.64 -0.75 -0.93
15 C -3.52 -1.03 -2.16
16 C -3.50 -2.50 -1.54
17 C -2.28 -2.59 -0.50
18 O -3.02 -2.51 0.77
19 C -4.29 -2.64 0.60
20 O -5.12 -2.94 1.41
21 O -4.55 -2.58 -0.75
22 H -3.73 -0.27 -1.47
23 H -4.24 -0.94 -3.00
24 H -2.70 -0.58 -2.42
25 H -3.61 -3.19 -2.40
26 H -1.57 -1.73 -0.61
27 H -1.84 -3.49 -0.70
28 C -2.15 0.88 2.11
29 C -0.84 0.23 1.57
30 C 0.54 0.74 1.99
31 S 0.10 2.43 2.40
32 O 0.01 3.20 1.23
33 O 0.93 2.83 3.54
34 C -1.62 1.96 2.85
35 H -2.63 0.17 2.73
36 H -2.82 1.49 1.30
37 H -1.02 0.17 0.37
38 H -0.86 -0.60 1.76
39 H 1.25 1.04 1.10
40 H 1.06 0.35 2.80
41 H -2.05 3.00 2.94
42 H -1.54 1.72 4.03

- Relative energy (zero: lowest compared OMol25 entry of this formula, charge and spin): 251.1 kJ/mol
- E_HOMO: -5.13 eV
- 2S+1: 1
- Charge: -1
- Total energy: -1569.06403 Ha

These are the Mulliken partial charges, in e, on atoms 1 to 2:
1. F -0.88
2. C -1.20


[3]
The following is a quantum chemistry calculation of a structure of composition C22H50N3OP3Ru in a non-equilibrium geometry, from OMol25.

Element x y z (Å)
1 Ru -0.07 0.14 -0.32
2 P -1.88 -1.26 -0.43
3 P 1.04 -0.56 1.58
4 P 1.30 -1.31 -1.54
5 H -1.12 5.30 -2.30
6 C -1.39 4.91 -3.28
7 C -2.52 4.23 -3.49
8 H -3.19 4.01 -2.64
9 C -3.45 -0.61 0.20
10 C -1.57 -2.67 0.67
11 C -2.25 -2.11 -1.99
12 C 2.46 0.57 1.83
13 C -0.06 -0.29 3.01
14 C 1.79 -2.20 1.84
15 C 0.99 -1.46 -3.32
16 C 1.79 -3.03 -1.15
17 C 2.92 -0.42 -1.48
18 H -0.71 5.14 -4.14
19 H -2.87 3.95 -4.49
20 H -3.87 0.05 -0.57
21 H -3.26 -0.02 1.11
22 H -4.14 -1.44 0.41
23 H -1.31 -2.31 1.66
24 H -0.78 -3.32 0.29
25 H -2.49 -3.26 0.74
26 H -2.49 -1.38 -2.77
27 H -3.13 -2.76 -1.86
28 H -1.41 -2.73 -2.31
29 H 3.27 0.06 2.39
30 H 2.14 1.44 2.41
31 H 2.86 0.91 0.87
32 H 0.15 -1.00 3.83
33 H -1.11 -0.42 2.70
34 H 0.10 0.72 3.40
35 H 2.89 -2.15 1.72
36 H 1.38 -2.93 1.12
37 H 1.55 -2.61 2.84
38 H 1.40 -2.40 -3.72
39 H 1.44 -0.61 -3.85
40 H -0.10 -1.43 -3.49
41 H 2.09 -3.59 -2.04
42 H 0.96 -3.58 -0.69
43 H 2.65 -3.03 -0.45
44 H 3.49 -0.64 -2.40
45 H 3.49 -0.74 -0.59
46 H 2.75 0.67 -1.43
47 C -1.89 1.35 -3.00
48 C -0.69 1.98 -2.49
49 C 0.47 2.04 -3.26
50 C 0.45 1.67 -4.60
51 C -0.65 0.96 -5.11
52 C -1.77 0.76 -4.34
53 O -2.98 1.39 -2.33
54 H -1.68 0.73 -0.54
55 H -0.85 2.63 -1.61
56 H 1.39 2.47 -2.83
57 H 1.34 1.87 -5.24
58 H -0.59 0.62 -6.15
59 H -2.67 0.29 -4.74
60 C 0.61 4.38 1.84
61 N -0.71 3.81 2.01
62 C -1.57 4.49 2.96
63 C -1.00 2.63 1.42
64 N -0.15 2.10 0.56
65 N -2.26 2.05 1.61
66 C -2.69 1.75 2.99
67 C -3.33 2.68 0.81
68 H 0.68 5.25 2.49
69 H 0.77 4.70 0.79
70 H 1.40 3.67 2.15
71 H -2.59 4.66 2.56
72 H -1.63 3.97 3.93
73 H -1.12 5.48 3.14
74 H 0.64 2.67 0.27
75 H -3.23 2.59 3.44
76 H -3.36 0.89 2.94
77 H -1.83 1.48 3.61
78 H -3.54 3.70 1.16
79 H -3.06 2.68 -0.25
80 H -4.24 2.08 0.92

- E_HOMO (alpha / beta): -19.90 / -20.13 eV
- 2S+1: 5
- Charge: +4
- Total energy: -2225.03181 Ha
- Expectation value of S²: 6.046

These are the Mulliken partial charges, in e, on atoms 1 to 2:
1. Ru -0.06
2. P 0.95


[4]
The following is a quantum chemistry calculation of the molecule C4H5NO in a non-equilibrium geometry, from OMol25.

Element x y z (Å)
1 C 1.67 -0.09 1.82
2 C 0.72 0.29 0.78
3 C -0.25 0.33 0.06
4 C -1.11 0.46 -1.09
5 O -0.66 1.46 -1.63
6 N -1.87 -0.41 -1.84
7 H 2.41 -0.79 1.43
8 H 1.12 -0.59 2.62
9 H 2.20 0.77 2.25
10 H -1.72 -0.27 -2.83
11 H -2.51 -1.15 -1.58

- Relative energy (zero: lowest compared OMol25 entry of this formula, charge and spin): 232.5 kJ/mol
- E_HOMO: -9.02 eV
- 2S+1: 1
- Charge: 0
- SMILES string: CC#CC(N)=O
- Total energy: -285.32604 Ha

These are the Mulliken partial charges, in e, on atoms 1 to 2:
1. C -1.07
2. C 0.49